# C40H63Cl2N12O6P

A 13-piece molecular cluster, C40H63Cl2N12O6P overall (ωB97M-V/def2-TZVPD, OMol25).

Positions of all 124 atoms, in Å:
C: 2.91 -2.64 -0.52
O: 3.14 -1.26 -0.39
C: 3.51 -0.65 -1.62
C: 2.39 0.29 -2.12
C: 2.31 0.38 -3.64
C: 1.60 -0.81 -4.29
C: 0.07 -0.75 -4.09
C: -0.67 -1.80 -4.94
C: -2.02 -2.33 -4.39
C: -2.04 -2.62 -2.89
C: -0.72 -3.24 -2.36
P: -0.70 -5.05 -2.22
O: -1.18 -5.75 -3.42
O: 0.84 -5.47 -1.96
O: -1.46 -5.42 -0.88
C: -2.51 -1.34 -2.12
C: -3.59 -1.82 -1.12
C: -3.54 -1.10 0.19
Cl: -4.84 0.05 0.38
C: -2.66 -1.19 1.18
C: -2.66 -0.38 2.44
Cl: -1.33 -2.30 1.06
O: -3.44 -3.24 -1.10
C: -3.21 -3.53 -2.43
O: -3.84 -4.32 -3.04
H: 2.25 -2.87 -1.37
H: 2.41 -2.97 0.40
H: 3.84 -3.20 -0.64
H: 3.73 -1.41 -2.38
H: 4.40 -0.06 -1.41
H: 2.58 1.28 -1.69
H: 1.46 -0.06 -1.67
H: 1.75 1.27 -3.92
H: 3.32 0.49 -4.04
H: 1.98 -1.76 -3.89
H: 1.78 -0.82 -5.37
H: -0.13 -0.85 -3.02
H: -0.22 0.27 -4.37
H: -0.90 -1.35 -5.91
H: -0.01 -2.64 -5.14
H: -2.82 -1.64 -4.67
H: -2.23 -3.27 -4.91
H: -0.48 -2.80 -1.38
H: 0.12 -3.03 -3.01
H: 1.26 -4.87 -1.32
H: -1.75 -6.34 -0.92
H: -3.02 -0.60 -2.74
H: -1.72 -0.76 -1.66
H: -4.59 -1.65 -1.54
H: -2.12 0.55 2.25
H: -3.67 -0.14 2.76
H: -2.10 -0.92 3.21
C: 4.01 -7.80 -2.77
C: 4.04 -6.83 -1.68
N: 4.03 -6.06 -0.83
H: 4.32 -7.33 -3.70
H: 4.68 -8.63 -2.56
H: 3.00 -8.19 -2.90
C: -6.26 4.05 1.63
C: -5.09 3.33 2.10
N: -4.17 2.75 2.47
H: -6.12 5.12 1.76
H: -6.44 3.85 0.58
H: -7.14 3.75 2.19
C: 7.01 -1.56 -4.13
C: 6.24 -0.33 -4.04
N: 5.61 0.63 -3.97
H: 7.75 -1.60 -3.34
H: 6.35 -2.43 -4.02
H: 7.52 -1.63 -5.09
C: -1.05 3.17 -2.05
C: -0.78 1.90 -1.38
N: -0.57 0.95 -0.77
H: -0.18 3.82 -2.01
H: -1.31 3.02 -3.09
H: -1.88 3.68 -1.56
C: -2.01 3.42 4.80
C: -2.00 4.35 5.92
N: -2.00 5.11 6.78
H: -1.63 3.90 3.90
H: -1.40 2.55 5.01
H: -3.02 3.07 4.58
C: 2.36 3.74 4.01
C: 1.41 2.64 4.12
N: 0.66 1.78 4.21
H: 3.19 3.60 4.70
H: 2.76 3.79 3.00
H: 1.88 4.69 4.23
C: -0.95 8.53 5.26
C: -0.22 7.68 4.33
N: 0.38 7.03 3.60
H: -0.58 8.40 6.28
H: -0.84 9.58 4.99
H: -2.01 8.29 5.25
C: 0.67 -1.28 5.59
C: -0.60 -1.56 6.24
N: -1.61 -1.79 6.74
H: 0.98 -2.12 4.97
H: 0.60 -0.40 4.96
H: 1.45 -1.10 6.34
C: -4.42 -3.15 5.48
C: -5.08 -2.51 4.36
N: -5.59 -2.01 3.46
H: -3.67 -3.86 5.13
H: -3.91 -2.42 6.10
H: -5.14 -3.69 6.10
C: -3.65 10.81 2.00
C: -3.58 9.58 2.78
N: -3.52 8.61 3.39
H: -2.71 11.34 2.04
H: -3.87 10.58 0.96
H: -4.44 11.46 2.38
C: 5.02 -7.66 1.98
C: 6.35 -8.04 2.43
N: 7.41 -8.35 2.77
H: 4.55 -8.46 1.42
H: 4.39 -7.42 2.84
H: 5.06 -6.78 1.34
C: 2.78 4.64 -6.05
C: 1.59 4.15 -5.38
N: 0.66 3.76 -4.83
H: 3.17 3.89 -6.73
H: 2.56 5.54 -6.61
H: 3.56 4.87 -5.32

Computed properties:
Energy   -3932.193150 Eh
LUMO level   0.263 eV
Total charge   0

These are the Mulliken partial charges, in e, on atoms 1 to 4: atom 1 (C): -0.36, atom 2 (O): -0.46, atom 3 (C): -0.81, atom 4 (C): 0.11


# C40H64BN5P2Pb

C40H64BN5P2Pb as an isolated structure (ωB97M-V/def2-TZVPD, OMol25).

Positions of all 113 atoms, in Å:
Pb: 0.92 -0.19 -0.06
C: -1.87 3.23 -4.10
C: -2.20 1.76 -3.85
C: -1.06 0.90 -4.41
C: -3.50 1.38 -4.57
P: -2.17 1.44 -1.98
C: -2.95 -0.26 -1.94
N: -2.54 -0.96 -0.73
B: -1.37 -0.85 0.05
N: -1.47 -1.71 1.18
C: -0.55 -2.05 2.26
P: 0.60 -0.64 2.69
C: 2.22 -1.35 3.33
C: 3.22 -0.18 3.26
C: 2.68 -2.43 2.35
C: 2.17 -1.93 4.74
C: -0.39 0.25 4.05
C: 0.46 1.40 4.60
C: -1.62 0.85 3.35
C: -0.83 -0.71 5.17
C: -2.72 -2.33 1.09
C: -3.33 -3.27 1.92
C: -4.59 -3.72 1.57
C: -5.23 -3.26 0.42
C: -4.63 -2.34 -0.42
C: -3.37 -1.87 -0.07
C: -3.46 2.49 -1.07
C: -4.75 2.74 -1.85
C: -3.80 1.79 0.24
C: -2.77 3.83 -0.75
H: -1.73 3.39 -5.17
H: -0.95 3.53 -3.59
H: -2.68 3.89 -3.78
H: -0.94 1.11 -5.48
H: -1.27 -0.17 -4.32
H: -0.11 1.11 -3.92
H: -3.32 1.43 -5.65
H: -4.31 2.06 -4.35
H: -3.82 0.36 -4.34
H: -2.63 -0.81 -2.82
H: -4.03 -0.17 -1.96
H: 0.06 -2.92 1.98
H: -1.13 -2.31 3.14
H: 2.98 0.62 3.96
H: 3.27 0.25 2.25
H: 4.22 -0.55 3.51
H: 2.65 -2.08 1.31
H: 2.09 -3.34 2.44
H: 3.72 -2.69 2.57
H: 1.90 -1.20 5.49
H: 3.17 -2.31 4.99
H: 1.49 -2.78 4.80
H: 0.87 2.03 3.80
H: 1.29 1.04 5.22
H: -0.16 2.03 5.24
H: -1.33 1.60 2.61
H: -2.25 1.34 4.09
H: -2.22 0.09 2.86
H: -0.52 -1.74 5.02
H: -1.91 -0.71 5.26
H: -0.42 -0.39 6.13
H: -2.84 -3.64 2.81
H: -5.09 -4.44 2.21
H: -6.21 -3.64 0.18
H: -5.13 -2.00 -1.32
H: -5.22 1.81 -2.16
H: -4.58 3.37 -2.72
H: -5.45 3.27 -1.20
H: -4.42 0.90 0.09
H: -4.36 2.48 0.87
H: -2.90 1.49 0.79
H: -2.48 4.37 -1.65
H: -1.88 3.67 -0.14
H: -3.45 4.46 -0.18
C: 1.10 3.06 0.63
N: 1.76 2.17 -0.34
C: 1.38 2.52 -1.72
C: 3.18 2.09 -0.18
C: 3.93 3.13 0.34
C: 5.29 2.97 0.55
C: 5.88 1.72 0.34
C: 5.13 0.68 -0.16
C: 3.78 0.86 -0.53
N: 2.98 -0.08 -1.14
C: 3.47 -1.23 -1.76
C: 4.72 -1.24 -2.42
C: 5.18 -2.37 -3.06
C: 4.44 -3.54 -3.05
C: 3.18 -3.53 -2.47
C: 2.68 -2.38 -1.86
N: 1.31 -2.34 -1.38
C: 0.91 -3.57 -0.67
C: 0.41 -2.15 -2.54
H: 1.22 4.12 0.36
H: 1.50 2.90 1.62
H: 0.03 2.84 0.63
H: 0.30 2.51 -1.82
H: 1.83 1.81 -2.42
H: 1.76 3.52 -1.97
H: 3.47 4.08 0.57
H: 5.89 3.80 0.89
H: 6.92 1.57 0.59
H: 5.59 -0.29 -0.28
H: 5.29 -0.33 -2.47
H: 6.13 -2.34 -3.57
H: 4.80 -4.44 -3.52
H: 2.58 -4.42 -2.53
H: 1.63 -3.80 0.11
H: -0.08 -3.41 -0.23
H: 0.83 -4.43 -1.33
H: 0.51 -2.98 -3.25
H: 0.65 -1.22 -3.06
H: -0.63 -2.12 -2.20

Computed properties:
Energy   -2736.316312 Eh
LUMO level   -6.902 eV
Total charge   +2

These are the Mulliken partial charges, in e, on atoms 1 to 4: atom 1 (Pb): 2.38, atom 2 (C): -1.75, atom 3 (C): 1.77, atom 4 (C): -1.72